Entry from the Open Molecules 2025 dataset: 13 unconnected molecules or ions with the total composition C23H57N11O26S2 at a distorted geometry (ωB97M-V with the def2-TZVPD basis set).

## Properties
orbital gap	8.3	eV
charge	0
LUMO	-0.6	eV
E_HOMO	-8.8	eV
molecular weight	967.89	g mol⁻¹
maximum force	7.18	eV Å⁻¹

Geometry as XYZ:
```
119
Properties=species:S:1:pos:R:3:forces:R:3:mulliken_charge:R:1
H -3.623 3.416 -0.989 0.33 0.00 -0.09 0.086
O 4.598 -0.521 -5.229 0.56 0.45 -0.62 -0.569
N 4.022 -1.439 -4.720 -1.49 -1.44 -1.04 1.011
C 1.440 -3.954 -2.407 0.20 1.15 -1.01 -0.630
C -3.639 -2.438 3.251 -0.23 0.73 -0.42 -0.888
C 5.152 -1.037 -0.005 0.67 0.14 -0.74 -0.313
H -6.536 -0.326 0.277 0.27 -0.12 0.46 0.321
H 1.523 -3.104 -1.731 -0.66 0.13 -0.13 -0.369
O 2.588 5.792 -0.106 -0.38 -0.86 1.49 -0.528
H 0.064 -4.507 -5.441 0.46 0.46 -0.45 0.418
C -3.835 -4.915 2.937 0.33 2.56 1.61 -0.685
O 3.528 1.877 -2.491 2.09 -6.86 0.20 -0.615
H -2.864 4.285 -2.418 -0.98 -0.25 0.01 0.422
H -1.735 1.364 1.081 -0.06 0.11 -0.18 -0.547
O -4.017 1.245 -0.174 -0.84 -0.25 -0.46 -0.456
H 2.779 5.374 2.877 0.42 -0.53 -0.02 0.334
C -6.199 0.698 0.441 -1.83 -0.37 -1.99 -1.071
O -0.185 -4.202 1.756 -0.53 1.24 0.86 -0.546
H 1.081 -4.925 3.767 -0.37 0.14 -0.45 0.304
H 0.527 -5.636 -4.329 0.23 0.12 0.91 0.337
O 4.310 4.917 0.746 -0.21 -0.86 1.31 -0.586
C 2.446 1.049 3.295 1.11 -0.41 0.31 -0.041
N -4.142 -3.675 3.776 -0.60 -1.89 1.01 0.155
O -4.449 -1.799 -0.869 -1.38 -0.76 -0.01 -0.528
H -6.864 1.195 1.148 1.03 -0.12 0.84 0.331
H 2.831 -0.646 -3.112 0.26 0.29 -0.47 0.037
C -3.852 3.701 1.893 -1.00 -0.24 0.18 -0.481
H 1.429 0.447 -0.990 -0.07 0.15 -0.05 0.418
C 0.740 -3.896 3.874 -0.71 -0.36 0.30 -0.934
O 2.555 0.189 5.461 -3.32 -0.09 3.82 -0.583
O -3.984 2.850 3.996 -2.59 0.50 -1.38 -0.550
N -3.775 -2.669 -1.395 1.63 1.72 -0.33 0.904
O -1.080 4.870 1.432 0.04 0.58 -2.68 -0.614
O -0.361 6.454 -0.470 -1.97 -3.69 1.77 -0.588
N 3.127 5.178 0.833 0.45 2.55 -3.07 0.986
O 4.308 -2.072 -0.445 -1.49 -1.97 0.58 -0.181
C 1.019 0.952 -0.101 3.26 1.66 0.78 -0.914
H 3.558 -2.204 -2.780 0.03 -0.07 -0.51 0.141
O -4.301 0.222 1.690 -1.31 0.44 -1.83 -0.365
H -1.131 2.976 -2.497 -0.14 -0.04 -0.01 0.361
C 0.374 -2.352 -4.139 -0.21 -1.31 0.70 -0.185
H -4.582 3.888 1.106 0.53 0.30 -0.18 0.286
H 4.659 -0.065 0.017 -0.37 -0.15 -0.12 0.148
H -3.393 -2.570 2.197 0.22 -0.05 0.05 0.111
H -4.679 -4.737 5.519 0.24 0.00 -0.14 0.294
H -4.179 -4.682 1.930 -0.06 -0.41 0.08 0.135
N -4.755 0.693 0.625 2.14 0.38 3.01 0.839
C 3.107 2.939 -2.371 -1.37 6.71 -0.27 0.213
C 5.610 -1.434 1.363 0.67 0.60 1.63 -0.355
H 3.456 5.731 -3.564 -0.32 0.40 -0.34 0.306
N 0.020 -3.384 2.654 2.14 -0.10 -0.85 0.687
H 4.010 3.622 -5.132 -0.07 0.17 -0.58 0.340
O -0.474 3.938 -0.902 1.33 2.20 2.30 -0.017
H -0.319 1.882 1.993 0.52 -0.16 -0.63 0.213
H -0.076 -3.848 4.595 0.49 0.03 0.55 0.368
C 3.034 3.260 -4.810 1.03 -0.83 1.09 -0.892
N 3.123 0.427 4.486 3.75 -0.91 -3.06 0.947
H -1.613 2.174 -1.001 0.62 -0.04 0.41 -0.543
H 1.330 5.307 1.938 0.13 -0.44 -0.47 0.108
H 2.243 3.504 -5.520 -0.06 0.25 0.33 0.301
O 4.289 0.008 4.327 -0.58 0.93 -0.79 -0.593
H 6.562 -1.940 1.523 0.18 0.34 -0.70 0.296
N -0.022 0.372 0.415 -1.79 -0.18 1.60 1.630
H -3.689 -4.605 -2.270 -0.13 0.35 0.04 0.283
C -0.586 -0.840 -0.141 0.21 -0.66 -1.34 -0.192
H -3.295 4.564 2.260 -0.29 -0.01 -0.26 0.521
O -2.538 5.188 -0.702 1.62 -0.62 1.56 -0.413
O -2.586 -2.590 -1.402 1.94 -0.61 0.10 -0.479
C -4.451 -3.736 5.120 -1.21 2.95 -0.02 0.031
H 0.903 -4.776 -1.932 -0.18 0.16 -0.18 0.453
H -2.748 -4.851 2.992 0.14 -1.16 -0.65 0.304
H -6.446 1.186 -0.501 0.57 0.11 -0.10 0.388
H -1.049 0.315 2.243 0.16 -0.19 0.01 0.179
C -0.773 1.037 1.475 -0.88 -0.45 0.59 -0.177
S 3.452 -2.655 0.854 -0.22 1.04 -0.05 0.872
H 2.217 5.448 -2.335 0.23 -0.16 0.06 0.067
H 2.486 -4.232 -2.537 0.02 -0.44 -0.26 0.441
H -3.142 2.904 1.672 -0.21 0.07 -0.03 -0.188
H -2.770 -2.086 3.806 0.13 0.02 -0.04 0.212
H -5.216 -3.841 -1.563 -0.84 -1.09 -1.21 0.335
H 1.877 0.204 2.907 -0.40 0.44 -0.17 -0.163
C -4.355 -3.743 -2.224 -0.92 0.80 1.42 -0.856
H -1.156 -1.512 0.502 -0.09 0.94 0.51 -0.276
N 2.857 3.733 -3.442 -1.69 1.94 -0.96 0.193
O 1.634 1.918 0.435 -1.11 -1.17 -1.14 -0.334
H 1.850 -4.793 -5.128 -0.14 -0.10 -0.43 0.321
H 0.105 -2.400 -5.206 0.04 0.25 -0.07 0.382
C -1.437 3.145 -1.465 -1.55 -1.07 -0.35 0.521
C 0.853 -4.666 -4.706 -0.01 0.03 -0.35 -1.190
H 5.983 -0.982 -0.708 -0.04 -0.02 0.00 0.459
H 3.150 2.180 -4.719 -0.15 -0.06 -0.34 0.153
H 1.676 5.414 -3.976 0.36 0.15 -0.37 0.307
O 3.629 -2.455 -5.342 0.60 1.48 1.42 -0.587
H -4.275 -5.810 3.378 0.15 0.14 -0.15 0.326
H 4.632 -0.817 -2.876 -0.43 0.36 0.00 0.367
S -1.039 5.214 0.007 0.88 1.60 -1.72 1.174
H 1.890 1.928 3.621 -0.11 -0.35 -0.17 0.265
O -4.643 -2.695 5.809 0.96 -2.83 -1.58 -0.577
O 4.688 -2.362 1.946 -2.26 -1.13 -1.51 -0.345
O -5.932 3.319 2.968 1.91 -0.48 0.47 -0.579
C 2.326 4.871 2.023 0.05 -0.03 0.12 -0.662
C 2.536 5.190 -3.345 0.14 -1.50 0.82 -0.663
H 1.603 -3.285 4.140 -0.48 0.40 -0.18 0.282
H -4.500 -3.219 -3.168 -0.47 -0.56 -0.05 0.308
O -0.154 -2.172 2.619 -0.52 -1.31 -0.10 -0.187
H 3.286 1.252 2.631 -0.50 0.31 -0.12 0.173
H 5.584 -0.487 1.901 0.17 -0.36 0.75 0.264
N -4.702 3.232 3.041 1.54 -0.18 1.32 0.985
O 2.431 -1.659 1.113 0.87 -1.25 -0.03 -0.162
O 0.144 -1.396 -3.430 0.51 0.17 0.06 -0.435
C -2.750 3.927 -1.395 -0.11 1.38 -1.45 -0.355
H -4.385 -1.644 3.273 -0.03 -0.11 0.25 0.550
H 0.213 -1.506 -0.468 0.25 0.24 -0.12 -0.460
H 2.371 3.783 2.002 -0.43 0.02 0.68 0.281
O 3.025 -4.048 0.691 1.78 2.84 0.37 -0.626
C 3.720 -1.252 -3.285 0.37 -0.98 1.04 -0.433
N 0.883 -3.569 -3.754 -0.20 -0.57 1.30 0.508
H 3.004 3.533 -1.449 -0.26 -0.40 0.36 0.249
H -1.166 -0.621 -1.038 -0.20 0.01 0.14 0.560
```
Positions in Å, forces in eV/Å.